1.
Formula: C28H31N4O4S3V
Source: the OMol25 dataset
Level of theory: ωB97M-V/def2-TZVPD

Output
- ⟨S²⟩: 0.86
- HOMO energy (alpha / beta): -0.4143 / -0.4167 hartree
- Multiplicity: 2
- Gap between HOMO and LUMO (alpha / beta): 6.710 / 6.693 eV
- Total charge: +1

CARTESIAN COORDINATES (ANGSTROEM)
V (0.004, 0.016, 0.350)
C (-3.838, -1.587, 1.749)
C (-4.576, -0.421, 1.916)
C (-4.037, 0.784, 1.519)
C (-2.757, 0.826, 0.975)
N (-2.046, -0.313, 0.832)
C (-2.580, -1.487, 1.205)
C (-2.080, 2.059, 0.517)
C (-2.722, 3.295, 0.512)
C (-2.051, 4.421, 0.066)
C (-0.740, 4.311, -0.375)
C (-0.099, 3.079, -0.366)
C (-0.754, 1.933, 0.078)
H (-4.223, -2.553, 2.040)
H (-5.566, -0.455, 2.351)
H (-4.597, 1.699, 1.635)
H (-1.962, -2.359, 1.026)
H (-3.745, 3.398, 0.849)
H (-2.548, 5.381, 0.065)
H (-0.212, 5.191, -0.718)
H (0.931, 3.041, -0.703)
C (5.587, 1.776, 0.200)
C (5.250, 1.618, -1.145)
C (3.974, 1.241, -1.512)
C (3.032, 1.014, -0.511)
C (3.350, 1.170, 0.824)
C (4.639, 1.555, 1.181)
N (1.670, 0.603, -0.871)
N (1.492, 0.610, -2.101)
C (0.214, 0.193, -2.567)
C (0.022, 0.204, -3.931)
C (-1.199, -0.251, -4.415)
C (-2.145, -0.699, -3.514)
C (-1.862, -0.671, -2.154)
N (-0.702, -0.215, -1.685)
H (6.590, 2.076, 0.472)
H (5.991, 1.795, -1.912)
H (3.724, 1.125, -2.555)
H (2.614, 1.021, 1.592)
H (4.869, 1.683, 2.230)
H (0.812, 0.557, -4.577)
H (-1.398, -0.261, -5.477)
H (-3.103, -1.075, -3.841)
H (-2.575, -1.017, -1.422)
O (0.895, 0.073, 5.384)
S (1.974, 0.000, 4.466)
O (2.527, -1.266, 4.124)
O (2.699, 1.177, 4.130)
S (0.505, 0.111, 2.345)
C (1.625, -4.793, -2.402)
C (2.593, -3.969, -1.565)
C (2.127, -2.546, -1.252)
S (0.810, -2.398, -0.051)
O (-0.365, -3.217, -0.472)
C (1.592, -3.139, 1.411)
C (1.117, -4.576, 1.651)
C (-0.178, -4.646, 2.448)
H (2.085, -5.743, -2.673)
H (1.375, -4.274, -3.330)
H (0.696, -4.994, -1.874)
H (3.538, -3.857, -2.103)
H (2.847, -4.486, -0.637)
H (1.764, -2.046, -2.154)
H (2.939, -1.940, -0.840)
H (1.359, -2.486, 2.249)
H (2.668, -3.075, 1.244)
H (1.921, -5.079, 2.193)
H (1.002, -5.103, 0.703)
H (-0.116, -4.035, 3.350)
H (-0.388, -5.670, 2.754)
H (-1.023, -4.303, 1.852)

Cartesian forces, eV/Å:
V -0.54 0.53 1.11
C -0.06 -0.02 0.01
C -0.01 -0.03 0.00
C 0.00 0.06 -0.02
C 0.10 0.05 -0.12
N 0.05 0.14 0.03
C 0.23 0.01 -0.12
C -0.13 -0.19 0.01
C 0.03 0.06 -0.03
C 0.01 -0.02 -0.01
C -0.04 0.03 0.00
C -0.01 -0.06 0.00
C 0.14 -0.11 0.09
H -0.01 0.00 0.00
H 0.00 -0.01 0.00
H -0.02 -0.01 0.03
H -0.02 0.00 0.05
H -0.01 -0.02 0.01
H 0.00 0.00 0.00
H 0.01 0.00 0.00
H 0.00 -0.01 0.03
C 0.04 0.02 -0.06
C 0.01 0.00 0.01
C 0.29 0.04 0.00
C -0.82 -0.26 -0.13
C 0.28 0.13 0.13
C -0.22 -0.05 0.00
N 0.66 0.20 -0.18
N -0.62 -0.08 -0.41
C 0.69 0.21 0.23
C -0.20 -0.04 -0.16
C 0.14 0.06 -0.03
C -0.10 -0.04 0.15
C 0.04 0.05 -0.05
N 0.22 -0.31 -0.14
H 0.01 0.00 0.00
H 0.01 0.00 0.01
H -0.05 -0.02 0.03
H -0.07 -0.01 0.03
H 0.04 0.00 -0.01
H 0.01 0.00 0.00
H 0.00 0.00 0.00
H 0.00 0.00 -0.02
H -0.02 -0.02 -0.03
O 0.02 -0.02 -0.02
S 0.16 0.07 0.37
O 0.03 -0.12 -0.04
O 0.03 0.00 -0.04
S -0.19 -0.10 -0.64
C -0.03 -0.02 -0.04
C 0.13 0.12 0.03
C 0.16 -0.12 -0.14
S -0.65 -0.15 0.00
O 0.33 0.22 0.11
C 0.04 -0.16 -0.06
C 0.12 0.08 0.03
C -0.06 -0.03 0.01
H -0.01 -0.01 0.01
H 0.00 0.02 0.00
H -0.01 0.00 0.02
H -0.01 -0.02 0.00
H -0.02 -0.02 0.00
H -0.03 -0.04 -0.01
H -0.01 0.02 0.01
H -0.06 -0.02 0.02
H 0.01 0.00 -0.03
H -0.03 0.01 0.03
H 0.00 -0.01 -0.02
H 0.02 -0.01 0.01
H 0.01 -0.01 -0.01
H 0.00 0.03 -0.01



2.
Formula: C32H63Cl18FIN2O5S2
Source: the OMol25 dataset
Level of theory: ωB97M-V/def2-TZVPD

Output
- HOMO energy: -0.4331 hartree
- Multiplicity: 1
- Gap between HOMO and LUMO: 9.286 eV
- Total charge: +1

CARTESIAN COORDINATES (ANGSTROEM)
C (2.336, 0.023, 6.028)
C (1.781, -1.087, 5.096)
C (1.857, -0.511, 3.665)
O (0.947, -1.066, 2.725)
C (-0.352, -0.645, 2.602)
I (-0.966, 0.898, 4.070)
O (-1.087, -1.769, 3.043)
C (-2.185, -2.193, 2.336)
S (-3.321, -2.878, 3.691)
N (-1.949, -3.256, 1.379)
C (-0.911, -4.203, 1.883)
C (-0.653, -5.226, 0.732)
C (-2.976, -0.956, 1.758)
S (-4.513, -1.610, 0.985)
N (-2.103, -0.153, 0.742)
F (-2.383, -0.910, -0.402)
C (-2.792, 1.146, 0.392)
C (-3.154, 2.137, 1.489)
C (-2.282, 1.828, -0.909)
C (-3.460, 2.508, -1.650)
C (-3.127, 3.978, -2.031)
C (-0.641, -0.181, 1.067)
C (0.231, -1.178, 0.262)
C (0.067, -1.318, -1.277)
C (1.420, -1.509, -2.022)
O (1.303, -2.466, -3.040)
C (1.389, -3.796, -2.557)
C (0.097, 1.189, 1.055)
C (0.789, 1.650, -0.259)
C (2.305, 1.490, -0.251)
O (2.759, 2.336, -1.337)
C (3.975, 1.926, -1.833)
C (5.129, 2.001, -0.843)
O (4.116, 1.591, -2.937)
H (2.375, -0.281, 7.065)
H (1.689, 0.895, 5.918)
H (3.323, 0.310, 5.653)
H (0.736, -1.216, 5.382)
H (2.351, -2.006, 5.174)
H (1.965, 0.576, 3.665)
H (2.846, -0.837, 3.324)
H (-4.105, -3.765, 3.048)
H (-2.773, -3.846, 1.306)
H (0.036, -3.699, 2.039)
H (-1.273, -4.739, 2.762)
H (-0.499, -6.238, 1.098)
H (0.265, -4.926, 0.220)
H (-1.437, -5.151, -0.015)
H (-3.322, -0.354, 2.593)
H (-4.099, -2.581, 0.147)
H (-3.772, 0.832, 0.030)
H (-3.421, 1.726, 2.460)
H (-2.415, 2.922, 1.661)
H (-4.035, 2.676, 1.141)
H (-1.745, 1.141, -1.554)
H (-1.661, 2.654, -0.562)
H (-4.317, 2.574, -0.980)
H (-3.718, 1.990, -2.571)
H (-2.130, 4.274, -1.692)
H (-3.816, 4.681, -1.567)
H (-3.117, 4.103, -3.109)
H (0.188, -2.187, 0.659)
H (1.275, -0.911, 0.382)
H (-0.497, -0.535, -1.778)
H (-0.482, -2.243, -1.465)
H (2.222, -1.796, -1.328)
H (1.674, -0.547, -2.473)
H (1.667, -3.863, -1.501)
H (0.406, -4.269, -2.676)
H (2.084, -4.395, -3.146)
H (-0.517, 2.022, 1.391)
H (0.913, 1.171, 1.774)
H (0.342, 1.298, -1.182)
H (0.672, 2.737, -0.309)
H (2.623, 0.475, -0.497)
H (2.740, 1.872, 0.676)
H (4.931, 1.440, 0.068)
H (5.220, 3.058, -0.583)
H (6.035, 1.638, -1.326)
C (-4.444, -7.217, 0.241)
Cl (-4.206, -5.463, 0.374)
Cl (-3.239, -7.953, -0.814)
H (-4.360, -7.655, 1.230)
H (-5.431, -7.403, -0.168)
C (8.123, 0.374, -2.903)
Cl (9.372, -0.382, -3.895)
Cl (7.780, -0.582, -1.452)
H (8.465, 1.358, -2.600)
H (7.214, 0.460, -3.489)
C (-3.111, 1.046, 7.728)
Cl (-4.813, 1.454, 7.506)
Cl (-2.050, 2.356, 7.185)
H (-2.927, 0.865, 8.781)
H (-2.887, 0.155, 7.150)
C (-1.098, 4.782, -5.376)
Cl (-2.736, 4.161, -5.638)
Cl (-0.162, 3.709, -4.317)
H (-0.595, 4.854, -6.330)
H (-1.164, 5.755, -4.915)
C (-1.286, 8.554, -6.426)
Cl (-1.418, 7.133, -7.488)
Cl (-0.489, 8.151, -4.897)
H (-0.706, 9.317, -6.933)
H (-2.282, 8.927, -6.213)
C (11.894, -2.692, -2.013)
Cl (13.149, -3.453, -2.996)
Cl (11.538, -3.641, -0.563)
H (12.234, -1.708, -1.711)
H (10.990, -2.608, -2.605)
C (-4.441, 11.243, -6.622)
Cl (-4.001, 10.108, -7.905)
Cl (-3.476, 10.974, -5.164)
H (-4.268, 12.254, -6.974)
H (-5.489, 11.108, -6.379)
C (-4.356, -8.215, -4.265)
Cl (-6.036, -8.753, -4.136)
Cl (-3.511, -9.021, -5.590)
H (-4.345, -7.146, -4.442)
H (-3.850, -8.446, -3.335)
C (1.087, -2.294, 9.219)
Cl (2.104, -2.804, 7.868)
Cl (-0.169, -1.162, 8.690)
H (0.612, -3.168, 9.649)
H (1.709, -1.803, 9.959)

Cartesian forces, eV/Å:
C 0.02 -0.33 -1.01
C -0.57 1.67 0.13
C 1.76 -0.92 0.81
O -0.34 1.08 -0.32
C -0.90 -0.72 0.44
I 0.09 -0.02 0.06
O 0.37 -0.15 -0.54
C -2.39 -0.38 0.15
S 0.39 0.42 1.03
N 1.43 0.40 0.52
C -0.21 -0.97 -1.61
C 0.50 0.85 0.29
C -0.21 -2.39 -0.53
S -0.54 0.89 0.25
N -1.81 -0.51 0.47
F 1.32 0.24 -0.38
C -1.40 0.88 -1.40
C 0.37 0.53 0.35
C -0.14 0.59 1.04
C 0.50 0.89 0.09
C 0.33 -0.15 0.10
C 3.19 -0.03 1.65
C -0.16 -0.43 -1.65
C 0.06 -0.80 -0.09
C -0.58 0.45 0.32
O 0.57 0.01 0.10
C -0.77 -0.43 -0.25
C -0.13 0.80 -1.51
C 0.10 0.65 0.50
C -0.28 0.49 -0.96
O -0.14 -0.46 0.05
C 0.65 0.55 2.87
C -0.40 0.31 -0.28
O -0.04 -0.65 -2.93
H 0.13 0.04 0.05
H 0.00 0.05 0.22
H 0.10 0.03 0.39
H 0.04 -0.53 -0.05
H -0.19 -0.16 -0.03
H -0.85 0.10 -0.16
H -0.20 -0.01 -0.44
H 0.30 0.32 -0.35
H 0.05 0.48 -0.10
H -0.21 0.21 0.61
H 0.24 0.31 0.27
H -0.24 -0.04 -0.07
H -0.02 -0.13 -0.05
H -0.16 -0.41 0.04
H 0.29 0.33 -0.17
H 0.50 0.37 0.19
H 0.10 -0.96 0.48
H 0.03 -0.19 -0.13
H 0.23 -0.25 0.00
H -0.06 -0.13 -0.11
H 0.08 0.08 0.02
H 0.53 -0.26 -0.36
H -0.22 -0.42 -0.20
H -0.19 -0.33 0.24
H -0.02 -0.11 0.00
H -0.16 0.00 -0.18
H -0.20 0.16 0.07
H -0.34 0.08 0.18
H -0.12 0.48 0.56
H 0.07 0.07 0.17
H -0.19 0.13 0.04
H -0.03 0.05 0.03
H 0.29 -0.17 -0.21
H 0.10 0.17 -0.05
H 0.07 -0.03 0.15
H 0.18 0.28 -0.06
H -0.30 -0.32 0.08
H -0.19 -0.47 0.25
H 0.19 -0.28 0.03
H -0.15 -0.02 0.00
H 0.05 -0.09 0.46
H -0.07 -0.34 0.15
H 0.05 -0.03 0.01
H 0.19 -0.06 0.13
H -0.14 0.07 0.17
C -0.05 -0.31 0.00
Cl -0.33 -0.01 -0.01
Cl 0.02 0.02 0.15
H 0.10 0.09 0.00
H 0.04 0.12 -0.08
C -0.07 0.08 -0.08
Cl 0.01 0.05 -0.05
Cl -0.01 0.00 0.03
H 0.09 -0.07 0.05
H 0.01 -0.11 0.02
C -0.04 -0.15 0.02
Cl 0.01 -0.06 0.00
Cl 0.09 0.00 -0.01
H -0.01 0.11 -0.01
H 0.00 0.07 -0.06
C 0.00 -0.26 0.08
Cl 0.00 0.02 -0.21
Cl 0.07 0.01 0.04
H 0.02 -0.14 0.02
H -0.05 -0.06 0.10
C -0.08 -0.06 -0.11
Cl -0.07 0.40 -0.08
Cl 0.04 0.24 0.04
H 0.09 -0.10 0.00
H 0.13 -0.22 0.01
C -0.04 0.07 -0.05
Cl -0.01 0.06 -0.04
Cl -0.06 0.05 0.03
H 0.06 -0.07 0.04
H 0.01 -0.09 0.02
C -0.10 0.10 -0.06
Cl -0.10 0.05 -0.09
Cl -0.07 0.13 0.11
H 0.11 -0.05 0.00
H 0.05 -0.11 0.03
C 0.08 0.01 0.00
Cl -0.03 0.06 0.09
Cl 0.04 0.04 0.02
H -0.05 -0.04 -0.08
H -0.06 -0.08 -0.12
C 0.03 -0.06 0.11
Cl 0.01 -0.27 0.23
Cl -0.03 0.04 0.02
H -0.05 0.01 -0.10
H 0.00 0.07 -0.09



3.
Formula: C5H11NO
Source: the OMol25 dataset
Level of theory: ωB97M-V/def2-TZVPD

Output
- HOMO energy: -0.3388 hartree
- Energy above the lowest of the compared OMol25 structures with the same formula, charge and spin: 34.5 kcal per mole
- Multiplicity: 1
- Gap between HOMO and LUMO: 9.974 eV
- SMILES: CCN(C)C(C)=O
- Total charge: 0

CARTESIAN COORDINATES (ANGSTROEM)
C (-1.547, -1.157, -1.267)
C (-0.795, 0.136, -1.422)
N (0.068, 0.351, -0.363)
C (0.326, -0.692, 0.733)
C (0.717, -0.014, 2.049)
C (0.953, 1.506, -0.577)
O (-0.861, 0.905, -2.445)
H (-2.328, -0.962, -0.560)
H (-0.956, -2.047, -0.830)
H (-1.910, -1.506, -2.276)
H (1.035, -1.466, 0.345)
H (-0.678, -1.050, 0.904)
H (0.061, 0.790, 2.349)
H (1.735, 0.532, 1.975)
H (0.720, -0.731, 2.961)
H (0.342, 2.380, -0.919)
H (1.281, 1.774, 0.507)
H (1.837, 1.251, -1.166)

Cartesian forces, eV/Å:
C 0.37 -1.88 -1.41
C 1.34 0.85 -1.75
N 0.09 0.35 -0.93
C -0.48 1.88 -0.83
C 2.29 -0.14 1.12
C -0.25 0.60 3.31
O -0.01 -2.44 3.49
H -0.90 -0.15 0.15
H -0.64 1.63 -0.83
H -0.01 0.62 1.21
H -0.60 0.54 0.61
H 0.14 -0.82 0.08
H -0.65 0.10 -0.29
H -1.36 -1.32 0.30
H 0.24 0.94 -1.78
H 0.83 -0.98 -0.17
H -0.13 -0.10 -2.07
H -0.26 0.31 -0.21